Entry from OMol25: C5H11NO in the gas phase at a distorted geometry (wB97M-V/def2-TZVPD).

Each line ends with the Mulliken charge.
Element x y z (Å)
1 O -2.436 1.630 0.811  -0.5135
2 C -2.024 0.669 1.432  -0.0744
3 N -1.130 -0.379 1.137  -0.1410
4 C -0.458 -0.416 -0.154  -0.5034
5 C 0.935 0.323 -0.156  -0.4401
6 C 2.184 -0.550 -0.662  -0.7285
7 C 2.362 -0.968 -2.073  -0.8986
8 H -2.453 0.597 2.443  0.3641
9 H -1.146 -1.172 1.738  0.2399
10 H -0.423 -1.507 -0.404  0.3715
11 H -1.100 0.126 -0.870  0.2193
12 H 0.939 1.145 -0.935  0.2180
13 H 1.027 0.724 0.919  0.3326
14 H 2.465 -1.442 -0.027  0.3466
15 H 2.888 0.126 -0.431  0.4070
16 H 3.094 -1.786 -2.201  0.2871
17 H 2.687 -0.018 -2.490  0.2908
18 H 1.426 -1.521 -2.509  0.2228

Output
net charge	0
multiplicity	1
ΔE to the lowest compared entry with this formula, charge and spin	44.9	kcal/mol
SMILES string	CCCCNC=O


Entry from OMol25: 2 unconnected molecules or ions with the total composition C5H11NO at a distorted geometry (wB97M-V/def2-TZVPD).

Each line ends with the Mulliken charge.
Element x y z (Å)
1 C -1.011 1.606 0.072  -0.9286
2 C 0.564 1.328 0.305  -0.4536
3 C 0.971 -0.029 -0.301  -0.4356
4 C 0.181 -0.944 -0.933  -0.2407
5 N -0.787 -0.543 -1.854  -0.1777
6 C -0.970 -1.242 -2.928  -0.2886
7 H -1.124 1.601 -1.208  0.1897
8 H -1.466 2.639 0.444  0.2909
9 H -1.541 0.749 0.430  0.3100
10 H 0.672 1.423 1.334  0.3376
11 H 1.174 2.041 -0.185  0.2984
12 H 2.016 -0.247 -0.172  0.3640
13 H 0.039 -2.094 -0.713  0.2941
14 H -1.254 -0.759 -3.894  0.2552
15 H -0.606 -2.377 -3.096  0.1860
16 H 1.637 -0.829 3.779  0.3195
17 H 0.291 -1.163 4.344  0.3157
18 O 1.215 -1.160 4.577  -0.6363

Output
net charge	0
multiplicity	1
ΔE to the lowest compared entry with this formula, charge and spin	115.3	kcal/mol
SMILES string	C=N/C=C\CC.O


Entry from OMol25: C5H11NO in the gas phase at a distorted geometry (wB97M-V/def2-TZVPD).

Each line ends with the Mulliken charge.
Element x y z (Å)
1 O -1.779 2.046 0.150  -0.4901
2 C -1.653 1.064 0.917  -0.0598
3 C -1.322 -0.334 0.349  -0.4433
4 C -0.018 -0.889 1.013  -0.5889
5 C 1.371 -0.198 0.603  -0.7821
6 C 1.692 -1.228 -1.899  -0.7418
7 N 1.346 -0.110 -0.897  -0.2368
8 H -1.892 1.147 1.996  0.3456
9 H -1.356 -0.082 -0.803  0.2437
10 H -2.173 -1.043 0.483  0.3508
11 H -0.333 -0.601 2.094  0.3199
12 H 0.297 -1.970 1.097  0.3742
13 H 2.105 -0.835 0.840  0.4358
14 H 1.354 0.936 1.012  0.2758
15 H 2.813 -1.369 -1.912  0.2464
16 H 1.361 -1.081 -2.985  0.2622
17 H 1.133 -2.060 -1.428  0.2576
18 H 1.079 0.871 -1.217  0.2310

Output
net charge	0
multiplicity	1
ΔE to the lowest compared entry with this formula, charge and spin	84.6	kcal/mol
SMILES string	CNCCCC=O


Entry from OMol25: C5H11NO in the gas phase at a distorted geometry (wB97M-V/def2-TZVPD).

Each line ends with the Mulliken charge.
Element x y z (Å)
1 C 1.057 -0.001 -1.700  0.0569
2 N -0.012 0.203 -0.838  0.2245
3 C -1.301 0.401 -1.446  -0.9489
4 C 1.425 0.012 1.239  -1.4881
5 C 0.026 0.303 0.627  0.3246
6 C -0.935 -0.680 1.318  -1.3583
7 O 2.242 -0.108 -1.505  -0.5321
8 H 0.813 0.014 -2.801  0.2519
9 H -2.075 -0.321 -1.165  0.2911
10 H -1.711 1.290 -0.927  0.3339
11 H -1.331 0.447 -2.523  0.3090
12 H 1.485 -0.062 2.311  0.4375
13 H 1.834 -0.942 0.828  0.3569
14 H 2.101 0.788 0.886  0.3433
15 H -0.266 1.334 0.877  0.2377
16 H -0.558 -1.684 1.093  0.3645
17 H -1.995 -0.383 1.311  0.3804
18 H -0.799 -0.611 2.416  0.4149

Output
net charge	0
multiplicity	1
ΔE to the lowest compared entry with this formula, charge and spin	31.9	kcal/mol
SMILES string	CC(C)N(C)C=O


Entry from OMol25: 2 unconnected molecules or ions with the total composition C5H11NO at a distorted geometry (wB97M-V/def2-TZVPD).

Each line ends with the Mulliken charge.
Element x y z (Å)
1 C 2.484 -0.338 -0.713  -0.9096
2 N 1.832 -0.328 0.598  -0.2338
3 C 0.500 -0.577 0.737  -0.1139
4 C -0.257 -1.169 -0.239  -0.3724
5 C -1.718 -0.961 -0.204  -0.2292
6 C -2.452 -1.069 -1.349  -0.8407
7 H 2.661 -1.365 -1.035  0.2625
8 H 3.353 0.300 -0.635  0.3318
9 H 1.818 0.127 -1.457  0.3408
10 H 2.274 0.331 1.213  0.2734
11 H -0.169 0.008 1.379  0.2239
12 H 0.199 -1.747 -1.033  0.4377
13 H -2.065 -0.463 0.685  0.3070
14 H -3.339 -1.658 -1.421  0.2554
15 H -1.992 -0.988 -2.341  0.2628
16 H -1.502 3.418 0.739  0.3202
17 H -0.396 2.459 1.365  0.3336
18 O -0.614 3.349 1.076  -0.6496

Output
net charge	0
multiplicity	1
ΔE to the lowest compared entry with this formula, charge and spin	83.3	kcal/mol
SMILES string	C=C/C=C/NC.O


Entry from OMol25: 2 unconnected molecules or ions with the total composition C5H11NO (wB97M-V/def2-TZVPD).

Each line ends with the Mulliken charge.
Element x y z (Å)
1 C 0.995 -1.916 -1.649  -0.8951
2 N 1.416 -1.181 -0.484  -0.1505
3 C 0.842 -0.009 -0.081  -0.3542
4 C -0.421 0.384 -0.338  -0.1320
5 C -0.770 1.804 -0.293  -0.0948
6 C -1.826 2.341 -0.896  -0.8879
7 H 1.818 -2.105 -2.339  0.3166
8 H 0.490 -2.855 -1.396  0.2718
9 H 0.288 -1.319 -2.238  0.3005
10 H 2.303 -1.467 -0.114  0.2345
11 H 1.495 0.624 0.527  0.3254
12 H -1.173 -0.247 -0.802  0.3370
13 H -0.066 2.458 0.204  0.2298
14 H -2.078 3.399 -0.892  0.2620
15 H -2.549 1.730 -1.437  0.2221
16 H -0.136 -0.659 2.136  0.3776
17 H -1.172 -0.614 3.279  0.3164
18 O -0.239 -0.746 3.093  -0.6792

Output
net charge	0
multiplicity	1
ΔE to the lowest compared entry with this formula, charge and spin	48.6	kcal/mol
SMILES string	C=C/C=C/NC.O


Entry from OMol25: a molecular structure, C5H11NO (wB97M-V/def2-TZVPD).

Each line ends with the Mulliken charge.
Element x y z (Å)
1 C 1.619 0.302 -1.324  -1.5272
2 C 0.960 -0.554 -0.273  0.1866
3 C 1.259 -0.416 1.176  -0.4071
4 N 0.016 0.097 0.618  -0.2162
5 C -1.208 -0.582 0.928  -0.7696
6 C -2.351 0.642 -0.479  -0.4657
7 O -1.813 1.833 -0.207  -0.3288
8 H 0.942 0.465 -2.171  0.2878
9 H 2.530 -0.173 -1.703  0.4041
10 H 1.888 1.278 -0.907  0.3271
11 H 0.680 -1.559 -0.598  0.3593
12 H 1.967 0.335 1.521  0.2398
13 H 1.200 -1.314 1.790  0.2870
14 H -1.255 -1.628 0.598  0.4001
15 H -1.423 -0.494 1.998  0.4337
16 H -1.776 0.076 -1.237  0.1608
17 H -2.403 -0.090 0.519  0.2557
18 H -0.833 1.780 -0.249  0.3726

Output
net charge	0
multiplicity	1
ΔE to the lowest compared entry with this formula, charge and spin	135.7	kcal/mol


Entry from OMol25: 2 unconnected molecules or ions with the total composition C5H11NO (wB97M-V/def2-TZVPD).

Each line ends with the Mulliken charge.
Element x y z (Å)
1 C -2.382 0.106 -1.029  -1.0498
2 C -1.595 0.508 0.229  -0.4911
3 C -0.673 -0.588 0.650  -0.1598
4 N 0.536 -0.752 0.257  0.0288
5 C 1.345 0.129 -0.741  0.6457
6 O 0.662 0.921 -1.394  -0.6744
7 C 2.661 -0.205 -0.630  -1.1115
8 H -3.119 0.881 -1.259  0.2936
9 H -1.686 0.027 -1.867  0.3320
10 H -2.917 -0.842 -0.902  0.3369
11 H -1.018 1.406 0.013  0.3131
12 H -2.283 0.691 1.061  0.3279
13 H 1.881 0.628 2.749  0.1400
14 H -1.051 -1.336 1.350  0.4291
15 H 1.047 -1.541 0.640  0.3029
16 H 3.017 -0.980 0.041  0.2182
17 H 2.184 0.628 2.067  -0.1517
18 H 3.390 0.319 -1.235  0.2701

Output
net charge	0
multiplicity	1
ΔE to the lowest compared entry with this formula, charge and spin	76.3	kcal/mol


Entry from OMol25: C5H11NO in the gas phase (wB97M-V/def2-TZVPD).

Each line ends with the Mulliken charge.
Element x y z (Å)
1 C 0.959 0.929 -1.784  -1.0890
2 C 0.185 1.491 -0.598  -0.3986
3 N -0.450 0.489 0.270  -0.3463
4 C 0.164 0.190 1.556  -0.5457
5 C 0.141 -0.823 0.480  0.2758
6 C -0.878 -1.949 0.503  -0.7243
7 O -2.096 -1.512 1.048  -0.5471
8 H 1.279 1.749 -2.435  0.3765
9 H 0.337 0.246 -2.372  0.2992
10 H 1.858 0.388 -1.469  0.2957
11 H 0.845 2.132 0.002  0.2590
12 H -0.616 2.138 -0.972  0.2783
13 H 1.120 0.670 1.771  0.3239
14 H -0.518 0.104 2.399  0.2313
15 H 1.087 -1.052 -0.010  0.3938
16 H -1.011 -2.334 -0.522  0.2398
17 H -0.513 -2.776 1.124  0.3084
18 H -2.215 -0.614 0.690  0.3693

Output
net charge	0
multiplicity	1
ΔE to the lowest compared entry with this formula, charge and spin	49.1	kcal/mol
SMILES string	CCN1C[C@H]1CO


Entry from OMol25: C5H11NO in the gas phase at a distorted geometry (wB97M-V/def2-TZVPD).

Each line ends with the Mulliken charge.
Element x y z (Å)
1 C 0.789 -2.353 -0.489  -0.8179
2 C -0.350 -2.024 0.465  0.4448
3 N -0.515 -0.703 0.336  -0.0346
4 C 0.459 0.282 0.677  -0.5930
5 C 0.326 1.386 -0.371  -0.4804
6 C -0.889 2.431 -0.119  -1.0286
7 O -1.256 -2.735 0.926  -0.6201
8 H 0.365 -2.037 -1.563  0.2017
9 H 1.880 -1.852 -0.308  0.2106
10 H 1.093 -3.358 -0.758  0.3756
11 H -1.420 -0.198 0.423  0.1837
12 H 0.196 0.610 1.732  0.3075
13 H 1.518 -0.129 0.907  0.3706
14 H 1.171 2.027 -0.277  0.3646
15 H 0.301 0.999 -1.461  0.2442
16 H -0.939 2.617 0.932  0.3198
17 H -1.727 1.677 -0.277  0.2372
18 H -1.003 3.360 -0.775  0.3145

Output
net charge	0
multiplicity	1
ΔE to the lowest compared entry with this formula, charge and spin	61.7	kcal/mol
SMILES string	CCCNC(C)=O